(1)
{"formula": "C24H27Br36IN2O2P", "method": "ωB97M-V/def2-TZVPD", "max_force_ev_per_a": 4.284, "homo_lumo_gap_ev": 7.85, "lumo_energy_ev": -3.02, "charge": 1, "symbols": ["I", "Br", "Br", "Br", "Br", "Br", "Br", "Br", "Br", "Br", "Br", "Br", "Br", "Br", "Br", "Br", "Br", "Br", "Br", "Br", "Br", "Br", "Br", "Br", "Br", "Br", "Br", "Br", "Br", "Br", "Br", "Br", "Br", "Br", "Br", "Br", "Br", "P", "O", "O", "N", "N", "C", "C", "C", "C", "C", "C", "C", "C", "C", "C", "C", "C", "C", "C", "C", "C", "C", "C", "C", "C", "C", "C", "C", "C", "H", "H", "H", "H", "H", "H", "H", "H", "H", "H", "H", "H", "H", "H", "H", "H", "H", "H", "H", "H", "H", "H", "H", "H", "H", "H", "H"], "coordinates": [[-0.56356, -4.94540, -5.73757], [0.02411, -8.74320, 3.88980], [12.95255, -5.83424, 4.74772], [-3.43253, 17.21127, 1.39661], [12.31011, -3.30846, 2.88039], [-0.31616, 16.62463, 1.87770], [-3.64088, 5.40101, -0.61176], [6.56797, -3.49783, -1.25275], [0.59472, -6.94858, -10.01772], [-1.04181, 7.08998, 0.21526], [-4.01346, 9.66080, -1.82580], [-4.70804, 10.61918, 5.23091], [-3.13969, 6.17502, 2.46009], [0.65395, -6.02531, 5.47180], [14.76731, -3.19670, 4.93718], [9.22907, -3.24622, 5.44829], [3.86744, -2.60545, -2.73750], [-1.41610, 11.35461, -1.00135], [2.73844, -7.13843, 3.30170], [-3.51139, 10.43473, 1.25054], [3.51649, -2.94587, 4.92696], [5.05198, -0.82018, -0.35527], [-5.39058, 13.18732, 3.43901], [5.52529, -4.95043, 3.43460], [-4.08060, -9.03549, -5.25919], [-5.27422, 2.68902, 0.99014], [3.66981, -2.97691, 1.72257], [-2.87689, 13.24671, 5.42612], [-2.31881, 14.20978, 1.21739], [-7.58283, 3.01372, 3.19107], [-1.70244, -7.68999, -7.90646], [-5.64417, -6.30326, -5.86936], [7.22156, -1.24102, 6.94120], [-7.26335, 5.20355, 0.87115], [-1.88513, -4.96160, -9.58399], [7.38232, -1.26127, 3.73813], [-7.27981, -9.03162, -5.46016], [0.09265, -2.38510, 1.64806], [-1.40005, -2.20356, 2.49598], [1.30958, -3.10170, -4.23714], [-1.07360, -0.71945, -1.84628], [-0.40811, -2.82769, -1.32370], [-2.02301, 1.62094, -1.99293], [1.40196, -7.59917, 4.62591], [-2.89470, 6.70406, 0.61500], [-4.65750, 12.55177, 5.11286], [-1.35187, -4.98379, -2.10639], [-2.64014, -4.61304, -1.68037], [-0.98150, -2.32084, -3.92378], [-0.81359, -1.99892, -2.39844], [0.59188, -4.14527, 2.03609], [0.14961, -3.31940, -4.49672], [-0.81261, -0.68384, -0.45699], [12.99997, -3.90523, 4.58830], [5.46769, -2.01050, -1.82368], [-2.12094, 15.94632, 2.05090], [-1.28402, -6.80243, -9.57805], [-2.60905, 2.59688, -1.54161], [8.35167, -1.52195, 5.39562], [-0.07550, -4.26179, -1.42122], [-5.63472, -8.22837, -6.08588], [-3.26984, 10.96453, -0.59916], [4.64356, -3.22984, 3.37756], [-0.36373, -2.08094, -0.12453], [-1.51795, 0.36972, -2.75531], [-7.06255, 3.33985, 1.35575], [0.08044, -4.80327, -0.45075], [-0.91090, 0.19346, 0.23145], [5.42433, -2.47043, 3.40757], [-3.24948, 3.51187, -1.30472], [-2.35948, -0.05489, -3.39658], [-1.83543, -7.31969, -10.35890], [-3.45032, 7.62836, 0.47238], [-0.28649, -4.88050, 2.00634], [1.90664, -8.16774, 5.40264], [-0.96687, -1.42140, -4.60450], [-1.17668, -5.78714, -2.87213], [12.34005, -3.50636, 5.35451], [-5.56771, -8.42815, -7.15216], [-2.93023, -4.61229, -0.57905], [-5.29340, 12.93609, 5.90589], [-0.67129, 0.59520, -3.47201], [-7.74247, 2.77222, 0.72617], [1.35459, -4.55607, 1.29876], [9.13170, -0.76582, 5.42958], [-3.40663, -4.28058, -2.45516], [-3.82742, 11.88730, -0.74028], [1.06407, -4.26390, 3.06384], [0.80639, -4.34626, -2.13949], [-1.99995, -2.82066, -4.06259], [-2.31029, 15.81212, 3.11309], [6.05055, -1.43975, -2.54169], [-1.17799, -1.97682, 3.42048]], "atomic_forces_ev_per_a": [[0.304, 0.680, 0.265], [0.191, 0.231, 0.095], [0.004, 0.307, -0.053], [0.219, -0.216, 0.070], [0.136, -0.103, 0.222], [-0.303, -0.126, -0.017], [-0.224, 1.570, 0.365], [-0.226, 0.229, -0.044], [-0.325, 0.059, 0.141], [-0.351, -0.100, 0.052], [0.140, 0.110, 0.235], [0.060, 0.279, -0.080], [0.025, 0.031, -0.354], [0.095, -0.228, -0.134], [-0.284, -0.139, -0.092], [-0.221, 0.221, -0.025], [0.202, 0.113, 0.187], [-0.331, -0.152, 0.083], [-0.358, -0.055, 0.229], [0.065, 0.019, -0.286], [0.133, -0.078, -0.249], [0.229, 0.218, -0.562], [0.105, -0.083, 0.271], [0.022, 0.410, -0.016], [-0.204, 0.122, -0.050], [-0.323, -0.085, 0.174], [0.233, -0.279, 0.524], [-0.238, -0.129, -0.108], [0.140, 0.262, 0.084], [0.144, 0.080, -0.307], [-0.012, 0.144, -0.175], [0.032, -0.269, -0.004], [0.149, -0.091, -0.311], [0.055, -0.294, 0.115], [0.090, -0.283, 0.033], [0.522, 0.236, 0.185], [0.323, 0.168, -0.064], [0.181, 0.471, 1.775], [1.191, -0.555, -0.914], [-2.039, -0.731, -0.636], [0.820, -2.391, 0.299], [-0.492, 2.576, -0.256], [-0.464, -0.235, -0.445], [0.013, -0.132, -0.018], [0.140, 0.208, 0.188], [-0.072, 0.068, 0.023], [-1.000, 0.792, 1.113], [1.230, -0.519, -0.747], [-0.619, -1.242, 0.348], [0.467, 1.003, 2.038], [-0.648, -1.873, -0.803], [0.798, 1.350, 1.016], [1.109, -4.063, -0.786], [-0.006, 0.044, 0.079], [0.151, -0.023, 0.006], [-0.065, 0.048, 0.112], [0.093, -0.005, -0.171], [-0.067, -0.907, -1.161], [0.118, -0.003, 0.218], [-1.049, -2.299, -1.345], [-0.077, -0.058, -0.097], [0.044, 0.101, -0.010], [-0.061, -0.128, 0.014], [-2.019, 2.919, -1.430], [-0.704, 1.258, 0.008], [-0.139, 0.013, 0.010], [0.294, 1.363, -0.644], [0.010, -0.970, -1.147], [-0.453, -0.392, 0.000], [1.774, -2.400, -0.242], [0.894, 0.740, 1.024], [0.092, 0.098, 0.186], [0.071, -0.201, -0.035], [0.966, 1.053, 0.069], [-0.101, 0.133, -0.155], [0.193, -0.781, 1.011], [-0.154, 1.845, -0.026], [0.126, -0.076, -0.168], [0.011, 0.060, 0.220], [0.775, 1.439, -1.411], [0.142, -0.093, -0.158], [-0.856, 0.072, 1.032], [0.160, 0.116, 0.125], [-0.847, 0.713, 0.905], [-0.180, -0.137, -0.066], [0.418, -1.939, 1.116], [0.096, -0.190, 0.030], [-0.602, 0.717, -1.248], [-1.042, -0.165, 1.292], [1.340, 0.652, 0.180], [0.023, -0.003, -0.218], [-0.138, -0.126, 0.137], [-0.066, 0.009, -0.637]]}

---

(2)
{"formula": "C24H27BrFN2OPtS4Sb", "method": "ωB97M-V/def2-TZVPD", "max_force_ev_per_a": 2.193, "homo_lumo_gap_ev": 4.83, "lumo_energy_ev": 3.47, "charge": -2, "symbols": ["Pt", "Sb", "Br", "S", "S", "S", "S", "F", "O", "N", "N", "C", "C", "C", "C", "C", "C", "C", "C", "C", "C", "C", "C", "C", "C", "C", "C", "C", "C", "C", "C", "C", "C", "C", "C", "H", "H", "H", "H", "H", "H", "H", "H", "H", "H", "H", "H", "H", "H", "H", "H", "H", "H", "H", "H", "H", "H", "H", "H", "H", "H", "H"], "coordinates": [[-0.48735, 0.27589, -0.87055], [-0.71030, 1.84504, -3.89016], [3.09576, -1.16630, -0.92921], [0.60484, 3.30592, -5.09286], [-1.72642, 2.14136, -1.41710], [-2.23746, 0.83344, -5.28705], [0.73530, 0.11637, -3.00896], [-1.00572, -6.17603, -3.24312], [1.47861, -5.32646, 1.60400], [0.55467, -1.57188, 0.10775], [0.56450, 1.31387, 0.39836], [1.94402, 3.47535, -1.44203], [2.06709, -3.41296, 0.36685], [-0.14587, 0.12286, 3.23594], [1.72875, -2.14736, -0.08865], [0.97470, 4.74066, 1.69007], [3.41844, 2.50253, 0.35017], [-0.67740, 3.66310, 2.99625], [-1.25754, -4.88277, -2.88118], [-1.79933, -2.24280, -2.14433], [-0.01316, 4.82652, 2.66033], [-0.05427, -3.48445, 1.42156], [-1.80002, -4.63251, -1.64337], [-1.01156, -3.86585, -3.78075], [-0.47063, 2.45180, 2.34320], [-1.28347, -2.55593, -3.40932], [-1.16198, 1.24006, 2.97364], [-2.07631, -0.82673, -1.75834], [1.14935, -4.10114, 1.13365], [-2.08417, -3.31256, -1.29519], [1.23619, 3.57721, 0.98953], [2.40339, 3.60234, 0.01320], [-0.30706, -2.24796, 0.87113], [0.41514, 2.39362, 1.19403], [-2.35493, 0.71532, 2.16086], [-2.01949, -5.45478, -0.97091], [0.73956, -5.65866, 2.12383], [0.32822, -0.16294, 2.29668], [-1.38908, 3.68165, 3.81907], [1.58525, 5.61363, 1.47571], [-1.24683, -1.74686, 1.05906], [-3.10854, 1.49429, 2.02523], [-2.02859, 0.41097, 1.17331], [3.02874, -3.84588, 0.13432], [2.77787, 3.59697, -2.13853], [-0.62158, -4.09698, -4.76504], [1.18520, 4.22296, -1.67569], [-2.38500, -0.25390, -2.62957], [-2.88345, -0.78397, -1.02270], [-2.81631, -0.14479, 2.66712], [0.63730, 0.45824, 3.92112], [2.95310, 1.52913, 0.20221], [-1.55724, 1.57074, 3.93924], [3.74590, 2.58357, 1.39172], [2.90014, 4.57112, 0.13343], [-2.56927, -3.12014, -0.34455], [4.29340, 2.57432, -0.30582], [-0.63222, -0.76256, 3.66694], [1.51828, 2.48973, -1.59832], [-0.79203, -3.96449, 2.05532], [-1.11350, -1.75507, -4.11904], [-0.23561, 5.76413, 3.15747]], "atomic_forces_ev_per_a": [[1.917, 0.890, -0.587], [-0.168, -0.341, 0.066], [-0.052, 0.012, -0.092], [-0.349, 0.021, 0.641], [0.858, -0.100, -1.582], [-0.010, 0.196, 0.422], [-0.993, 0.297, 0.317], [0.066, -0.062, -0.013], [0.031, -0.202, 0.073], [-0.251, -0.071, -0.228], [-1.172, -0.714, 1.324], [0.110, 0.158, 0.185], [0.157, -0.066, -0.120], [-0.106, -0.092, 0.035], [0.306, -0.007, 0.023], [0.078, -0.117, 0.001], [0.015, 0.192, -0.043], [-0.021, -0.086, -0.055], [-0.086, 0.085, 0.013], [-0.132, 0.066, 0.032], [-0.053, 0.152, 0.098], [-0.208, -0.021, 0.160], [-0.111, 0.012, 0.152], [0.030, 0.103, -0.054], [0.040, -0.088, -0.110], [0.072, -0.094, -0.133], [0.167, -0.134, -0.614], [0.284, -0.308, 0.405], [0.040, 0.303, -0.069], [-0.003, -0.111, -0.108], [-0.071, -0.132, 0.000], [-0.226, -0.419, -0.130], [-0.204, 0.034, 0.148], [0.176, 0.619, -0.279], [-0.013, 0.059, 0.346], [0.004, 0.015, -0.039], [0.009, -0.057, -0.011], [0.057, 0.054, 0.069], [0.002, -0.036, -0.024], [-0.020, -0.003, -0.067], [-0.008, -0.010, -0.018], [0.006, -0.028, 0.021], [-0.031, -0.078, -0.183], [0.003, 0.057, 0.035], [-0.006, 0.005, 0.010], [-0.003, 0.007, 0.039], [0.001, -0.038, -0.066], [-0.041, -0.024, -0.032], [-0.088, -0.036, 0.008], [-0.015, 0.086, -0.018], [-0.033, 0.008, -0.017], [0.026, -0.038, 0.054], [0.074, 0.069, 0.024], [0.027, -0.039, -0.045], [-0.036, 0.029, 0.075], [0.033, 0.025, 0.009], [-0.031, -0.012, 0.036], [0.018, 0.068, 0.013], [-0.078, -0.082, -0.137], [-0.038, 0.044, -0.062], [0.002, 0.016, 0.071], [0.051, -0.035, 0.031]]}

---

(3)
{"formula": "C24H27ClF9IrN7OS2Se", "method": "ωB97M-V/def2-TZVPD", "max_force_ev_per_a": 0.660, "homo_lumo_gap_ev": [6.15, 6.15], "lumo_energy_ev": [2.33, 2.33], "charge": -1, "symbols": ["Ir", "Se", "Cl", "S", "S", "F", "F", "F", "F", "F", "F", "F", "F", "F", "O", "N", "N", "N", "N", "N", "N", "N", "C", "C", "C", "C", "C", "C", "C", "C", "C", "C", "C", "C", "C", "C", "C", "C", "C", "C", "C", "C", "C", "C", "C", "C", "H", "H", "H", "H", "H", "H", "H", "H", "H", "H", "H", "H", "H", "H", "H", "H", "H", "H", "H", "H", "H", "H", "H", "H", "H", "H", "H"], "coordinates": [[1.14175, 0.09906, -0.79304], [-0.77458, -1.51911, -1.16023], [1.14981, 3.31206, 4.34817], [3.38532, 0.83826, -0.80143], [-1.69904, 3.06912, 0.68122], [2.93999, 4.09907, -0.46430], [0.41200, 5.06131, -2.99524], [2.10035, 3.71602, -2.90150], [-1.62531, 4.14673, -1.71242], [1.72265, 5.83796, -0.83076], [1.51015, 4.70926, 0.99486], [-0.75930, 4.08858, 2.10212], [-0.81990, 5.39898, -0.16927], [0.12525, 2.93162, -3.24194], [0.88643, 2.38511, -0.66570], [0.53440, 0.64367, 1.50470], [-2.10794, 1.54708, -1.66464], [-4.56393, -2.38795, -1.95174], [4.48660, 1.69776, 1.44178], [3.36091, -0.31163, 1.60196], [-4.03146, -2.28664, 0.09622], [-3.61557, 1.40315, 0.04287], [2.22795, -5.20612, -1.66577], [-4.16598, -1.50590, -1.00185], [-4.31097, -3.61213, -0.16384], [0.84025, 1.75964, 2.16401], [1.68896, 4.59413, -0.31467], [3.43329, -0.35871, 3.04444], [-0.08518, -0.33855, 2.16439], [-4.79641, -2.01547, -3.33144], [4.15670, -3.78698, -1.81033], [3.59887, -5.06003, -1.81544], [-2.52766, 1.97087, -0.48752], [1.96794, -2.80813, -1.50305], [0.58668, 1.90326, 3.52163], [0.62838, 3.64000, -1.00266], [1.13942, -1.61400, -1.31339], [3.35085, -2.67126, -1.65558], [-4.65175, -3.67731, -1.46615], [-0.07166, 0.90231, 4.20790], [0.81011, 3.85382, -2.54794], [-0.42008, -0.24168, 3.50219], [-0.84007, 4.12165, -0.58654], [-3.53123, -1.78651, 1.36172], [3.75680, 0.72485, 0.85721], [1.41934, -4.08898, -1.51239], [-3.90309, 0.44383, -0.20076], [0.34691, -4.18806, -1.39817], [-0.93638, -1.05889, 3.98956], [1.30857, 2.54734, 1.59038], [2.70774, -0.91815, 1.11905], [4.55989, 1.75935, 2.44295], [-4.91998, -4.51726, -2.08164], [-4.22198, -1.11887, -3.54600], [-4.22022, -4.38380, 0.57926], [-2.80913, -2.49153, 1.77205], [-4.45776, -2.81454, -3.98960], [-3.01773, -0.84668, 1.17823], [2.98379, -1.28932, 3.38093], [4.23083, -5.93095, -1.93856], [-2.42457, 0.64072, -1.99470], [4.47065, -0.34338, 3.38804], [-3.89238, 1.74563, 0.94920], [1.78296, -6.19384, -1.67029], [-0.33555, -1.21433, 1.56995], [2.88502, 0.47038, 3.50447], [5.22584, -3.66162, -1.93073], [-1.14129, 1.74064, -1.90838], [-4.34579, -1.63749, 2.07283], [-0.29634, 1.01674, 5.25935], [4.54007, 2.55865, 0.92095], [3.77110, -1.67317, -1.65150], [-5.85429, -1.81961, -3.51348]], "atomic_forces_ev_per_a": [[0.321, -0.003, 0.274], [-0.101, -0.268, -0.182], [0.008, 0.002, 0.034], [-0.082, -0.011, 0.150], [-0.405, 0.114, 0.035], [-0.044, -0.051, -0.058], [0.072, -0.028, -0.057], [-0.134, 0.009, -0.004], [-0.067, -0.033, 0.096], [-0.019, 0.102, -0.043], [-0.077, 0.007, 0.166], [0.076, 0.110, -0.074], [-0.074, 0.076, 0.157], [-0.025, -0.092, -0.041], [-0.414, 0.175, -0.061], [-0.146, 0.201, 0.281], [0.251, -0.354, -0.052], [0.105, 0.129, 0.038], [0.027, -0.035, -0.077], [0.167, 0.132, -0.022], [0.083, -0.021, -0.063], [-0.171, -0.233, 0.281], [-0.043, 0.003, 0.010], [-0.113, 0.058, 0.078], [0.001, -0.058, 0.042], [0.204, -0.152, -0.186], [0.216, -0.028, -0.129], [0.024, 0.035, 0.015], [0.014, 0.065, -0.118], [-0.024, 0.011, -0.025], [-0.010, 0.041, 0.002], [0.043, -0.027, -0.003], [0.294, -0.058, -0.175], [-0.058, 0.048, -0.035], [-0.021, -0.075, 0.044], [0.312, -0.173, 0.206], [-0.080, 0.062, -0.084], [0.035, 0.008, -0.026], [-0.002, -0.027, 0.008], [0.045, 0.067, -0.063], [0.041, 0.062, 0.003], [-0.018, -0.019, 0.043], [-0.063, 0.050, -0.130], [-0.002, -0.086, 0.054], [-0.034, -0.054, 0.009], [-0.048, -0.082, -0.031], [0.100, 0.402, -0.513], [-0.002, 0.000, 0.001], [-0.012, -0.001, 0.013], [-0.048, -0.058, 0.052], [-0.075, 0.033, -0.097], [-0.016, -0.021, 0.024], [-0.005, -0.011, -0.013], [-0.015, 0.004, 0.007], [0.002, -0.024, 0.011], [0.002, 0.025, -0.006], [0.004, 0.011, 0.004], [0.042, -0.065, 0.076], [-0.006, 0.003, -0.003], [0.004, -0.014, -0.001], [-0.095, 0.050, 0.065], [0.003, -0.006, 0.008], [0.050, 0.107, 0.013], [0.004, -0.016, -0.002], [0.034, 0.011, -0.036], [0.018, -0.016, 0.006], [0.015, -0.010, -0.003], [-0.088, 0.037, 0.045], [-0.003, 0.001, 0.014], [0.002, -0.003, 0.023], [0.003, 0.005, 0.024], [0.006, -0.031, 0.002], [0.010, -0.012, -0.006]]}

---

Here are the calculated molar mass numbers, same order: 3409.9, 903.5, 971.3 (Da).